The following is a quantum chemistry calculation of C5H5FO as an isolated structure at a distorted geometry, from the OMol25 dataset.

For the gap between HOMO and LUMO, the calculation gives 10.83 eV. As for the multiplicity: 1. For the HOMO energy, the calculation gives -9.73 eV. Its largest force on an atom is 0.037 hartree/bohr.

Cartesian coordinates (Å):
C  -0.6972  -0.1756  -0.9848
C  -0.8908  -0.1669  0.5620
C  0.3229  0.8688  -0.4920
C  1.2997  0.0589  0.3548
C  0.4647  -0.7126  1.0611
H  -1.6234  0.1733  -1.5209
H  -1.8339  -0.4160  1.0109
H  0.7617  1.6524  -1.1243
H  2.4278  0.1647  0.2928
H  0.6664  -1.4208  1.8720
O  -0.6544  1.2915  0.4779
F  -0.2435  -1.3177  -1.5094